Entry 1:
Below is a single C5H8O2 molecule in a non-equilibrium geometry, with properties calculated with the ωB97M-V functional and the def2-TZVPD basis.

The geometry in ORCA input format:
```
! RIJCOSX wB97M-V def2-TZVPD def2/J DEFGRID3
* xyz 0 1
C -0.702 -2.021 0.017
C -0.197 -0.763 -0.628
C -0.471 1.449 0.272
C 0.500 0.317 0.213
O 1.284 -0.190 1.246
C 0.757 1.455 -0.702
O -0.415 -0.576 -1.807
H -1.594 -2.325 -0.538
H -0.914 -1.911 1.081
H 0.061 -2.793 -0.117
H -0.332 2.283 0.954
H -1.529 1.181 0.220
H 1.290 0.452 1.965
H 1.398 2.284 -0.431
H 0.865 1.157 -1.743
*
```

Output
- energy relative to the best compared isomer or geometry (same formula, charge and spin) (kJ/mol) = 189.7
- structure (SMILES) = CC(=O)C1(O)CC1
- E_HOMO (Ha) = -0.351
- HOMO-LUMO gap (Ha) = 0.379



Entry 2:
Below is a molecular structure, C49H51N3O2P2STi in a non-equilibrium geometry, with properties calculated with the ωB97M-V functional and the def2-TZVPD basis.

The geometry in ORCA input format:
```
! RIJCOSX wB97M-V def2-TZVPD def2/J DEFGRID3
* xyz 2 1
Ti 0.218 -0.236 -0.244
O 1.871 -1.760 3.004
C 1.251 -0.833 2.608
O 0.990 -0.711 1.232
C 0.758 0.328 3.403
C 1.373 0.471 4.643
C 1.057 1.536 5.472
C 0.119 2.469 5.061
C -0.505 2.328 3.830
C -0.206 1.261 2.987
P -1.155 1.174 1.430
C -2.877 0.828 1.823
C -3.328 0.698 3.130
C -4.669 0.422 3.368
C -5.550 0.268 2.309
C -5.096 0.383 0.999
C -3.761 0.659 0.758
C -1.090 2.886 0.822
C 0.156 3.369 0.413
C 0.298 4.672 -0.032
C -0.814 5.509 -0.075
C -2.056 5.033 0.319
C -2.198 3.723 0.766
H 2.109 -0.263 4.941
H 1.548 1.641 6.429
H -0.131 3.308 5.697
H -1.238 3.066 3.525
H -2.644 0.791 3.962
H -5.024 0.332 4.386
H -6.595 0.063 2.501
H -5.782 0.254 0.173
H -3.409 0.735 -0.266
H 1.045 2.742 0.477
H 1.269 5.040 -0.333
H -0.708 6.532 -0.407
H -2.918 5.686 0.294
H -3.170 3.366 1.084
C 1.503 1.571 -3.841
C 2.971 1.308 -3.674
C 3.867 1.923 -4.539
C 5.236 1.724 -4.427
C 5.732 0.897 -3.435
C 4.854 0.265 -2.567
C 3.477 0.459 -2.678
P 2.393 -0.548 -1.614
C 3.488 -1.381 -0.438
C 3.651 -2.759 -0.521
C 4.474 -3.424 0.379
C 5.133 -2.702 1.357
C 4.969 -1.324 1.437
C 4.148 -0.639 0.553
C 4.016 0.856 0.669
C 1.655 -1.794 -2.707
C 2.291 -2.159 -3.894
C 1.684 -3.049 -4.763
C 0.431 -3.566 -4.450
C -0.200 -3.210 -3.268
C 0.403 -2.328 -2.374
C -0.292 -2.041 -1.058
H 1.338 2.315 -4.619
H 1.081 1.958 -2.913
H 0.955 0.665 -4.114
H 3.484 2.575 -5.314
H 5.910 2.217 -5.114
H 6.796 0.731 -3.337
H 5.253 -0.398 -1.812
H 3.136 -3.323 -1.288
H 4.598 -4.496 0.307
H 5.781 -3.207 2.061
H 5.495 -0.767 2.203
H 4.592 1.227 1.515
H 2.976 1.163 0.835
H 4.366 1.378 -0.225
H 3.256 -1.736 -4.144
H 2.179 -3.333 -5.681
H -0.054 -4.255 -5.128
H -1.168 -3.631 -3.027
H -0.034 -2.765 -0.279
H -1.385 -2.038 -1.153
C -2.315 1.510 -4.756
C -2.370 2.190 -3.380
C -3.800 2.193 -2.819
C -1.799 3.613 -3.434
C -1.539 1.405 -2.442
N -0.907 0.804 -1.695
H -2.944 2.085 -5.434
H -2.696 0.489 -4.715
H -1.301 1.496 -5.153
H -4.419 2.782 -3.496
H -3.838 2.649 -1.830
H -4.212 1.185 -2.770
H -2.429 4.192 -4.109
H -0.780 3.624 -3.818
H -1.818 4.085 -2.451
C -0.433 -4.625 4.005
N -1.834 -4.268 3.942
C -2.855 -5.105 4.571
C -4.157 -4.349 4.261
N -3.717 -3.444 3.203
C -2.377 -3.371 3.115
S -1.543 -2.309 2.102
H -0.156 -4.791 5.046
H 0.160 -3.811 3.597
H -0.241 -5.539 3.438
H -2.667 -5.193 5.640
H -2.839 -6.107 4.135
H -4.519 -3.794 5.128
H -4.946 -5.010 3.911
H -4.280 -2.713 2.802
*
```

Output
- energy relative to the best compared isomer or geometry (same formula, charge and spin) (kJ/mol) = 5.1
- E_HOMO (Ha) = -0.458
- HOMO-LUMO gap (Ha) = 0.239



Entry 3:
Below is a molecular structure, C2H4OS2 in a non-equilibrium geometry, with properties calculated with the ωB97M-V functional and the def2-TZVPD basis.

The geometry in ORCA input format:
```
! RIJCOSX wB97M-V def2-TZVPD def2/J DEFGRID3
* xyz 0 3
C 0.386 -0.011 -0.304
C 0.547 -0.253 1.147
O -1.803 0.053 -2.458
S 0.196 1.593 -0.946
S -1.708 0.744 -1.197
H 0.507 -0.851 -1.046
H 1.067 -1.183 1.334
H -0.315 -0.588 1.675
H 1.124 0.497 1.795
*
```

Output
- ⟨S²⟩ = 2.01
- energy relative to the best compared isomer or geometry (same formula, charge and spin) (kJ/mol) = 64.7
- E_HOMO (alpha / beta) (Ha) = -0.264 / -0.365
- HOMO-LUMO gap (alpha / beta) (Ha) = 0.278 / 0.296